# C23H43NO17S2

5 unconnected molecules or ions with the total composition C23H43NO17S2 in a non-equilibrium geometry (ωB97M-V/def2-TZVPD, the OMol25 dataset).

## Properties
highest occupied orbital energy = -8.5 eV
SMILES = O=C(OCCO)OCCCSC(=S)N1CCOCC1.COC(=O)OC.COC(=O)OC.COC(=O)OC.COC(=O)OC

```
! RIJCOSX wB97M-V def2-TZVPD def2/J DEFGRID3
* xyz 0 1
O -2.35832 4.08643 -3.38470
C -1.89424 3.48850 -2.49331
O -2.63114 2.76753 -1.62787
C -2.40139 3.00840 -0.22416
C -3.72200 2.83317 0.52576
O -3.83585 3.76289 1.59697
O -0.56538 3.45737 -2.20160
C 0.12315 2.36021 -2.82721
C 0.95420 1.55708 -1.83287
C 2.42571 1.95970 -1.70348
S 2.95488 3.16230 -0.43546
C 1.68693 3.12329 0.84738
S 0.43885 4.17052 0.78653
N 1.97796 2.26557 1.86887
C 2.45790 0.90616 1.51442
C 1.78212 -0.18154 2.34948
O 0.37857 -0.06743 2.49852
C -0.10346 1.27084 2.62931
C 1.02255 2.21742 2.97980
H -1.63932 2.30789 0.13703
H -2.02765 4.02176 -0.05626
H -3.82695 1.81267 0.90942
H -4.54754 3.02886 -0.15919
H -3.14584 3.57331 2.24359
H 0.76556 2.76926 -3.61388
H -0.60951 1.70651 -3.31085
H 0.42943 1.52730 -0.87218
H 0.96638 0.52728 -2.20833
H 3.02407 1.06068 -1.53675
H 2.76176 2.39476 -2.64838
H 2.31996 0.70948 0.45210
H 3.53361 0.82941 1.71117
H 2.24931 -0.22061 3.34283
H 1.97765 -1.14404 1.86969
H -0.88394 1.28761 3.39670
H -0.57487 1.57993 1.68670
H 1.55763 1.84920 3.86057
H 0.65732 3.21491 3.21563
C 0.16614 -3.26409 3.26359
O -0.03504 -3.64005 1.89642
C 0.33163 -4.89180 1.60503
O 0.79991 -5.68788 2.37446
O 0.08011 -5.09907 0.31213
C 0.40475 -6.41326 -0.15517
H -0.18782 -2.24067 3.34041
H -0.38867 -3.91047 3.94068
H 1.22584 -3.30562 3.51313
H -0.17438 -7.16431 0.37840
H 1.46649 -6.62028 -0.03691
H 0.13756 -6.42741 -1.20767
C -3.19401 -5.16414 -2.67692
O -3.42733 -5.49354 -4.04896
C -3.06906 -6.73440 -4.37846
O -2.57356 -7.54494 -3.63663
O -3.34802 -6.92467 -5.66694
C -3.01158 -8.22661 -6.15817
H -3.51860 -4.13509 -2.55555
H -3.77128 -5.81292 -2.02078
H -2.13543 -5.25159 -2.43842
H -3.56501 -8.99324 -5.61941
H -1.94346 -8.40918 -6.05717
H -3.29505 -8.22485 -7.20603
C 9.21024 7.36048 -0.77227
O 7.94244 7.50602 -0.12559
C 7.22866 6.38078 -0.05732
O 7.57020 5.30619 -0.48279
O 6.08038 6.64918 0.55956
C 5.20950 5.51896 0.69962
H 9.66428 8.34643 -0.74973
H 9.83368 6.64663 -0.23712
H 9.07980 7.02977 -1.80096
H 5.68960 4.74374 1.29457
H 4.94024 5.12324 -0.27535
H 4.32348 5.88801 1.20835
C -2.57244 -1.89629 1.12748
O -3.72448 -2.31199 1.87144
C -4.61570 -1.34329 2.06637
O -4.51162 -0.20170 1.68886
O -5.64333 -1.84159 2.75130
C -6.68223 -0.89527 3.02883
H -1.90820 -2.74971 1.05713
H -2.86892 -1.55256 0.13718
H -2.05871 -1.08843 1.64825
H -7.10341 -0.50709 2.10360
H -6.29938 -0.07133 3.62788
H -7.43631 -1.44470 3.58370
*
```

# C23H44BN7O5P

2 unconnected molecules or ions with the total composition C23H44BN7O5P in a non-equilibrium geometry (ωB97M-V/def2-TZVPD, the OMol25 dataset).

## Properties
highest occupied orbital energy = -9.7 eV

```
! RIJCOSX wB97M-V def2-TZVPD def2/J DEFGRID3
* xyz 1 1
C 5.35998 3.97143 4.95398
C 4.54678 2.97819 4.14546
O 4.96158 1.86139 3.98182
O 3.31035 3.35955 3.54938
C 3.65022 3.88715 2.28909
O 3.81609 5.07710 2.20077
C 3.82343 2.89913 1.15366
C 2.52319 2.61096 0.31542
B 2.18251 1.04370 0.52056
O 1.91531 0.66241 1.83686
N 2.11728 0.09496 -0.58803
C 2.78778 -1.14552 -0.06073
C 0.68235 -0.26415 -0.83859
C 1.25450 3.36599 0.74857
C 1.18841 4.80619 0.25132
C -0.24245 5.43786 0.21435
C -1.32476 4.64030 0.92089
C -2.33178 4.09715 0.12983
C -3.32978 3.31969 0.70012
C -3.32855 3.06571 2.06306
C -2.33302 3.63103 2.84070
C -1.32905 4.40653 2.29238
N 1.81483 4.97265 -1.12289
C 2.87806 4.19294 -1.34441
N 4.06233 4.74317 -1.73516
N 2.77232 2.83892 -1.16032
H 6.41206 3.68239 4.84441
H 5.27993 5.01006 4.61618
H 5.15127 3.91017 6.02950
H 4.65091 3.25511 0.52485
H 4.17520 1.95499 1.59821
H 0.98104 0.41626 1.89366
H 2.19094 -1.66072 0.70154
H 3.70542 -0.81194 0.45382
H 3.05513 -1.79506 -0.89993
H 0.44709 -0.14604 -1.90620
H 0.47609 -1.31039 -0.58401
H -0.02470 0.39292 -0.30167
H 0.40112 2.77027 0.38264
H 1.11791 3.38812 1.83746
H 1.79428 5.44459 0.91016
H -0.18172 6.46299 0.61193
H -0.51134 5.56904 -0.84334
H -2.34073 4.26494 -0.94559
H -4.08776 2.88828 0.04809
H -4.09780 2.43301 2.49886
H -2.32570 3.42637 3.91100
H -0.53177 4.83268 2.90091
H 2.12743 5.93862 -1.21132
H 4.47899 4.47627 -2.61406
H 4.50395 5.40070 -1.10915
H 3.68914 2.44310 -1.35224
O -1.58561 -3.51168 -0.85184
P -2.40764 -4.76820 -1.08766
N -1.15717 -5.70904 -1.78646
C -1.22232 -6.55693 -2.95295
C -0.22183 -6.25020 -0.81167
N -3.48007 -4.03937 -2.25349
C -3.00405 -3.73497 -3.59656
C -4.16331 -2.87057 -1.70403
N -3.51248 -6.17408 -0.94953
C -4.47616 -6.52814 -1.97569
C -4.17916 -6.21449 0.36586
H -1.69767 -7.52828 -2.74801
H -0.21286 -6.75865 -3.31988
H -1.74016 -6.08562 -3.78449
H -0.61441 -7.16308 -0.33955
H -0.02297 -5.52271 -0.02088
H 0.73938 -6.48029 -1.27525
H -2.01286 -3.26554 -3.60073
H -3.69747 -3.06579 -4.10930
H -2.97616 -4.63457 -4.21258
H -3.51859 -1.98452 -1.68934
H -4.49284 -3.06265 -0.67835
H -5.05741 -2.64611 -2.29071
H -5.32298 -5.83725 -2.02634
H -4.86667 -7.52592 -1.75395
H -4.02316 -6.59042 -2.96249
H -4.93482 -5.42489 0.46333
H -3.44351 -6.07739 1.16494
H -4.65936 -7.17988 0.53379
*
```

# C23H44BrCl44O5PS

22 unconnected molecules or ions with the total composition C23H44BrCl44O5PS (ωB97M-V/def2-TZVPD, the OMol25 dataset).

## Properties
highest occupied orbital energy = -9.8 eV

```
! RIJCOSX wB97M-V def2-TZVPD def2/J DEFGRID3
* xyz 0 1
O -2.23101 1.34894 -5.03981
S -1.80155 -0.00071 -5.19884
O -2.76159 -0.99491 -5.51203
O -0.94194 -0.49869 -3.97300
C 0.40046 0.03718 -4.05413
P 0.75064 1.52467 -2.92250
O -0.61670 2.37555 -3.02678
Br 0.47513 0.38332 -1.03137
C 0.63247 0.26886 -5.57844
Cl 1.78138 -0.95308 -6.21455
Cl 1.27012 1.86215 -5.95399
O -0.59116 0.01297 -6.24111
H 1.12728 -0.69746 -3.71528
H -1.43194 1.85016 -3.05861
C 6.16854 -0.09809 -7.80840
Cl 5.29087 -1.60951 -8.08526
Cl 5.48656 0.83867 -6.47827
H 7.19783 -0.33968 -7.56880
H 6.11382 0.49917 -8.70969
C 1.69850 5.27031 -2.19126
Cl 1.03752 4.18957 -0.95576
Cl 3.27174 5.93767 -1.72375
H 1.82941 4.69928 -3.10505
H 1.01046 6.08613 -2.33620
C 4.44565 4.47335 -8.27437
Cl 3.11466 3.32366 -8.07070
Cl 6.01635 3.67459 -8.41656
H 4.26748 5.04439 -9.17749
H 4.47434 5.11787 -7.40371
C 8.44663 -1.03232 -11.13068
Cl 10.14683 -0.63353 -11.38512
Cl 7.42481 0.41151 -11.04354
H 8.10405 -1.63790 -11.96106
H 8.35456 -1.57227 -10.19535
C 1.67836 -2.99186 1.33122
Cl 2.57003 -2.66754 -0.15879
Cl 0.59969 -1.65793 1.78191
H 1.07914 -3.88381 1.19012
H 2.39910 -3.12923 2.11995
C -1.93461 6.31481 -0.04412
Cl -2.41863 4.70787 0.51129
Cl -1.65056 6.32485 -1.78980
H -2.72187 7.02151 0.18944
H -1.00950 6.58032 0.45459
C -0.43559 6.18008 -5.97524
Cl -0.79529 4.90861 -4.80476
Cl 1.14390 6.92292 -5.67163
H -0.42271 5.74241 -6.96654
H -1.19486 6.94936 -5.89788
C 5.26771 0.40506 -3.00869
Cl 3.84449 -0.52002 -3.51294
Cl 5.11275 1.01508 -1.36002
H 6.12830 -0.25108 -3.06075
H 5.37804 1.24704 -3.68218
C -5.49879 1.86957 -4.31880
Cl -5.15904 1.66090 -2.59751
Cl -6.91474 0.94213 -4.83824
H -5.68904 2.91961 -4.50620
H -4.63837 1.52380 -4.87867
C -2.90803 -3.36744 -7.75648
Cl -4.27941 -4.47852 -7.65127
Cl -1.36419 -4.22139 -7.91154
H -3.04067 -2.74448 -8.63328
H -2.87607 -2.76932 -6.85624
C -9.01103 0.26556 -7.96864
Cl -8.48118 -1.03660 -9.03943
Cl -9.93053 1.50827 -8.82814
H -9.64596 -0.15960 -7.20026
H -8.13468 0.72848 -7.53215
C -0.66802 -1.03190 5.23555
Cl -1.29493 -2.26616 6.34066
Cl 0.85620 -0.35517 5.81214
H -0.49183 -1.48565 4.26797
H -1.40347 -0.23855 5.17046
C 3.08325 0.12976 9.25831
Cl 3.79762 0.73438 7.75964
Cl 1.95249 1.27820 9.99014
H 2.53685 -0.77711 9.02866
H 3.88103 -0.06229 9.96568
C -4.45251 -2.74042 8.55862
Cl -4.03496 -2.85004 10.27469
Cl -5.90446 -3.66494 8.16194
H -4.63221 -1.69935 8.31819
H -3.62409 -3.12881 7.97951
C -2.92192 3.78403 4.13049
Cl -1.72873 2.52932 4.51233
Cl -2.26558 5.40962 4.35712
H -3.21881 3.67465 3.09761
H -3.77421 3.66157 4.78824
C -6.39386 -1.81340 13.16176
Cl -5.87600 -1.81388 14.85289
Cl -7.89876 -2.70636 12.91739
H -6.55174 -0.78713 12.85236
H -5.62219 -2.28558 12.56530
C -4.83097 -6.78755 11.46321
Cl -3.95789 -6.62165 9.93390
Cl -5.85325 -5.39502 11.83436
H -5.46634 -7.66234 11.39374
H -4.10411 -6.89848 12.25901
C 0.61536 -1.33005 11.36856
Cl 0.24548 -1.77191 9.69833
Cl 2.19274 -1.94228 11.88737
H 0.63288 -0.24808 11.43551
H -0.14795 -1.75113 12.01213
C 5.78804 -3.97183 2.36871
Cl 4.20584 -4.75187 2.50240
Cl 7.11403 -5.13848 2.41788
H 5.82616 -3.44503 1.42223
H 5.90293 -3.28643 3.19985
C -7.00832 3.22718 2.93523
Cl -5.52107 3.62098 2.06258
Cl -6.79530 3.28998 4.68959
H -7.76595 3.94949 2.65622
H -7.30733 2.22241 2.66182
C 9.43184 -7.53481 0.58878
Cl 10.27303 -8.84478 1.42502
Cl 10.50313 -6.62882 -0.48684
H 8.63268 -7.96307 -0.00443
H 9.03679 -6.85243 1.33030
*
```

# C23H44CrNOP3

A molecular structure, C23H44CrNOP3 in a non-equilibrium geometry (ωB97M-V/def2-TZVPD, the OMol25 dataset).

## Properties
expectation value of S² = 4.049
highest occupied orbital energy (alpha / beta) = -16.9 / -17.0 eV
energy relative to the best compared isomer or geometry (same formula, charge and spin) = 0.0 kJ/mol

```
! RIJCOSX wB97M-V def2-TZVPD def2/J DEFGRID3
* xyz 3 4
Cr -0.65405 1.11794 0.69572
P -1.91929 -1.01449 0.85443
P 0.91765 -0.45336 2.37800
P 1.46244 -2.43966 -2.72577
H -0.93898 3.71224 -0.38756
C -0.70339 2.68261 -0.70371
C -1.80028 1.77948 -0.96346
H -2.82022 2.00415 -0.56353
C -3.41320 -0.74329 1.87916
C -1.52245 -2.71440 1.44200
C -2.69098 -1.40377 -0.75723
C 2.53318 0.37336 2.62896
C 0.35782 -0.37952 4.13841
C 1.67039 -2.15581 2.39299
C 2.26966 -3.20416 -4.15412
C 1.33087 -3.69824 -1.43044
C 2.53230 -1.06826 -2.21421
H 0.21290 2.59468 -1.30661
H -1.91709 1.35539 -1.97477
H -4.14690 -0.12978 1.34903
H -3.14690 -0.22479 2.80599
H -3.86901 -1.70477 2.14741
H -0.95952 -2.70333 2.38318
H -0.93852 -3.29054 0.71130
H -2.45796 -3.26838 1.61743
H -2.91945 -0.48048 -1.29667
H -3.62914 -1.95756 -0.61734
H -2.01821 -1.99132 -1.39790
H 3.09601 -0.30316 3.29267
H 2.41656 1.36343 3.08150
H 3.04454 0.45458 1.66372
H 0.88640 -1.18148 4.67925
H -0.72349 -0.53684 4.23927
H 0.61599 0.59884 4.56643
H 2.75472 -2.02380 2.25067
H 1.26438 -2.82359 1.62404
H 1.52122 -2.59675 3.38537
H 2.22440 -4.29996 -4.03936
H 3.31204 -2.83779 -4.19652
H 1.70397 -2.90486 -5.05175
H 1.54714 -4.68431 -1.88091
H 0.32137 -3.69638 -0.99389
H 2.07094 -3.51578 -0.63575
H 3.48926 -1.16999 -2.76024
H 2.68966 -1.09877 -1.12653
H 2.05899 -0.11089 -2.48106
C -0.25347 -0.05133 -4.52147
C 0.20602 1.04932 -3.74034
C 1.15331 1.91317 -4.28651
C 1.39495 1.96073 -5.65749
C 0.76287 1.00993 -6.47059
C -0.16289 0.09189 -5.94906
O -0.70416 -1.18675 -3.88990
H 0.10578 -1.75730 -3.35523
H -0.04503 1.08428 -2.67205
H 1.72898 2.57049 -3.60760
H 2.11231 2.68679 -6.05629
H 0.99781 1.04486 -7.53767
H -0.74389 -0.57404 -6.59658
N -2.04841 2.40133 1.77752
C -1.28756 2.76423 2.95737
C 0.05580 3.11254 2.78896
C 0.84702 3.28599 3.93707
C 0.26609 3.15258 5.20014
C -1.09708 2.86632 5.34550
C -1.89713 2.68992 4.19915
H -2.31475 3.29202 1.29566
H -2.96678 1.99763 1.96914
H 0.49118 3.19057 1.77989
H 1.89668 3.57396 3.86001
H 0.87052 3.31054 6.08647
H -1.52041 2.83503 6.33929
H -2.96357 2.45888 4.25704
*
```

# C23H44EuN3O2P2

A molecular structure, C23H44EuN3O2P2 in a non-equilibrium geometry (ωB97M-V/def2-TZVPD, the OMol25 dataset).

## Properties
expectation value of S² = 15.778
highest occupied orbital energy (alpha / beta) = -7.3 / -11.2 eV
energy relative to the best compared isomer or geometry (same formula, charge and spin) = 68.7 kJ/mol

```
! RIJCOSX wB97M-V def2-TZVPD def2/J DEFGRID3
* xyz 1 8
Eu -0.45673 0.16823 -0.43853
P 0.47911 -1.96798 -1.92259
P 0.70829 2.65014 -0.04997
N 0.80692 0.97519 -2.77621
C 1.36370 -1.41236 -3.43733
H 2.23880 -2.05779 -3.62598
H 0.72542 -1.52212 -4.33133
C 1.82636 0.06563 -3.35899
H 2.73571 0.17105 -2.74937
H 2.08845 0.39594 -4.38089
C 1.08930 2.45137 -2.87343
H 0.14553 2.95225 -3.14956
H 1.79339 2.63188 -3.70397
C 1.65896 3.05120 -1.55625
H 1.78274 4.14065 -1.67680
H 2.67501 2.64004 -1.41847
C 1.49977 3.16547 1.55638
C 2.26131 1.99313 2.18152
H 3.18507 1.74821 1.65565
H 1.63431 1.09519 2.22555
H 2.51940 2.23308 3.21781
C -0.95747 3.49702 -0.23705
C -2.03514 3.00224 0.76063
H -3.00850 2.89259 0.26162
H -2.16482 3.70612 1.59109
H -1.83198 2.01265 1.20770
C -1.20828 -2.64489 -2.43265
C -1.94191 -3.40280 -1.31373
H -3.01664 -3.46086 -1.52776
H -1.88106 -2.91710 -0.32966
H -1.58900 -4.43407 -1.20032
C 1.41638 -3.31498 -1.09671
C 0.91267 -3.66044 0.30828
H 1.68877 -4.23365 0.82879
H 0.01084 -4.27950 0.28659
H 0.69961 -2.78424 0.92604
C 2.59887 -0.32915 -0.07310
O 3.68513 -0.53931 0.22958
C -0.72687 5.02026 -0.25185
H 0.29627 5.32644 0.00724
H -0.92000 5.42847 -1.25395
H -1.40457 5.54382 0.43230
C -1.09141 -3.38743 -3.77539
H -1.68784 -4.30769 -3.80661
H -1.44489 -2.76393 -4.60781
H -0.06502 -3.67504 -4.03604
C 1.48175 -4.52239 -2.01361
H 2.11594 -5.29261 -1.55869
H 0.49231 -4.96555 -2.16824
H 1.91595 -4.28338 -2.99073
C 0.45939 3.67941 2.54335
H -0.27009 2.89453 2.77286
H 0.94374 3.92386 3.49366
H -0.08322 4.56999 2.20931
H 2.20955 3.96221 1.28303
H 2.42945 -2.89028 -0.99672
H -1.30863 3.20082 -1.24113
H -1.78079 -1.70806 -2.59010
H -0.09729 0.79812 -3.23141
H -2.03066 0.64853 -1.32676
N -3.70865 -0.50299 5.14815
C -3.38285 -0.33601 3.83115
O -4.16453 0.03724 2.98178
C -1.94972 -0.67311 3.52169
C -0.99600 -1.19991 4.41467
C 0.31996 -1.41992 3.99288
C 0.64182 -1.09715 2.66607
N -0.29116 -0.65190 1.79525
C -1.56575 -0.43274 2.19419
H -4.64861 -0.25737 5.43993
H -3.02066 -0.73318 5.83420
H -1.28981 -1.46327 5.43165
H 1.10468 -1.84296 4.62419
H 1.64213 -1.22211 2.23780
H -2.26225 -0.08274 1.41708
*
```